[1]
The following is a DFT calculation (ωB97M-V/def2-TZVPD) of a structure of composition C14H32N6O6SY in a non-equilibrium geometry.

ORCA input file:
```
! wB97M-V def2-TZVPD RIJCOSX def2/J DEFGRID3
* xyz 1 1
O 3.76251 -3.44222 -1.42505
H 4.28066 -4.20556 -1.73770
Y 1.66739 -1.51235 0.05872
N -1.77943 -1.35644 0.61681
N -0.10687 -2.11507 -0.98795
N 1.82655 0.73239 0.71956
N 3.15558 -0.28775 -1.20503
O -1.95265 -1.51198 1.90025
O 1.13407 1.30906 1.80962
O 3.68157 -0.69016 -2.44000
O 0.95107 -2.41404 -1.79756
C -1.34955 -2.58354 -1.29995
C -2.26223 -2.28130 -0.28164
C 2.74744 1.55009 0.19279
C 3.51404 0.96475 -0.86381
C -3.60807 -2.84056 -0.06404
H -4.37938 -2.07209 -0.23317
H -3.74012 -3.21512 0.96068
H -3.81821 -3.65832 -0.75632
C -1.48620 -3.52147 -2.42637
H -0.72061 -4.30999 -2.38477
H -1.37723 -2.98820 -3.38029
H -2.47040 -4.00559 -2.44066
C 2.92983 2.96029 0.64636
C 4.57590 1.72599 -1.58486
H 2.38431 3.14299 1.57547
H 2.57964 3.66774 -0.11925
H 3.99198 3.17431 0.80785
H 4.84225 1.21452 -2.51363
H 5.48357 1.82246 -0.96885
H 4.24310 2.74958 -1.80196
H 0.24155 0.91319 1.75992
H 3.52753 -1.66040 -2.50013
C 3.35137 -3.63991 -0.05236
H 2.24781 -3.79424 -0.00314
H 3.67329 -2.75865 0.55355
H 3.80513 -4.53045 0.42225
O 0.63071 -1.95797 2.23020
H 0.99356 -1.82186 3.11822
H -0.37691 -1.78749 2.26310
C -2.59340 1.18164 2.85379
N -2.85846 1.59682 1.48452
C -4.27414 1.70901 1.12459
C -1.90435 1.57932 0.49785
S -1.11547 0.15522 -0.08291
N -1.59574 2.69183 -0.16689
C -2.10515 3.99249 0.27405
C -0.71646 2.66117 -1.32920
H -3.13422 1.85341 3.53203
H -1.52334 1.26791 3.06277
H -2.91571 0.14870 3.02282
H -4.75403 2.45755 1.76680
H -4.36886 2.01451 0.07638
H -4.78838 0.74668 1.26941
H -1.31362 4.73680 0.14708
H -2.97829 4.29458 -0.32394
H -2.38225 3.91584 1.33029
H 0.31420 2.37884 -1.06165
H -1.09190 1.97754 -2.10557
H -0.69502 3.67547 -1.73912
*
```

Properties
* LUMO (alpha / beta): -2.83 / -2.86 eV
* HOMO energy (alpha / beta): -8.72 / -9.16 eV
* HOMO-LUMO gap (alpha / beta): 5.892 / 6.298 eV
* relative energy (zero: lowest compared OMol25 entry of this formula, charge and spin): 0.00 kcal/mol
* E_tot: -48128.569 eV

---

[2]
The following is a DFT calculation (ωB97M-V/def2-TZVPD) of a structure of composition C9H10F5NSc in a non-equilibrium geometry.

ORCA input file:
```
! wB97M-V def2-TZVPD RIJCOSX def2/J DEFGRID3
* xyz -1 1
C -0.06722 1.50110 -1.74293
C -1.33355 1.08778 -1.21399
C -1.37838 -0.33842 -1.18624
C -0.15753 -0.82245 -1.76696
C 0.65336 0.32084 -2.13038
Sc 0.47413 0.26594 0.13331
N 3.81138 -0.00552 -0.81013
C -0.44255 1.44331 1.38421
C -1.81301 1.69568 1.59590
H -2.24118 -0.92758 -0.87096
H -2.15670 1.71252 -0.87590
H 0.03817 -1.86563 -2.01191
H 1.66128 0.26080 -2.55605
H 0.26003 2.53945 -1.83632
H -2.38963 2.37027 0.94469
H 0.15577 0.93478 2.18483
H 3.69267 0.42380 0.12601
H -2.39559 1.20675 2.38545
H 0.10488 2.26034 0.73386
F -0.68847 -2.68012 0.12754
C -0.13534 -1.81745 1.06857
F -1.11245 -1.60733 2.03101
C 0.98662 -2.62104 1.71875
F 0.52492 -3.81219 2.19007
F 1.95206 -2.89223 0.78898
F 1.53762 -1.94015 2.76693
*
```

Properties
* LUMO (alpha / beta): 2.84 / 2.78 eV
* HOMO energy (alpha / beta): -2.50 / -3.53 eV
* HOMO-LUMO gap (alpha / beta): 5.340 / 6.305 eV
* relative energy (zero: lowest compared OMol25 entry of this formula, charge and spin): 18.59 kcal/mol
* E_tot: -45268.256 eV

---

[3]
The following is a DFT calculation (ωB97M-V/def2-TZVPD) of a cluster of 3 separate species, C5H12O2 in total in a non-equilibrium geometry.

ORCA input file:
```
! wB97M-V def2-TZVPD RIJCOSX def2/J DEFGRID3
* xyz 0 1
C 0.99479 0.52574 2.09566
C -0.11524 1.22650 1.85826
C -0.38152 1.75064 0.47397
C 0.22798 1.39907 -0.66500
C -0.39920 1.31879 -2.03111
H 1.30212 0.15823 3.06346
H 1.66184 0.33046 1.26760
H -0.93633 1.39790 2.53466
H -1.24458 2.41279 0.37986
H 1.28378 1.11534 -0.69705
H 0.00863 2.12705 -2.64175
H -1.48390 1.37546 -1.94328
H -0.14623 0.38507 -2.52475
O 1.16796 -3.21787 -0.43626
H 1.18587 -3.34168 0.51507
H 0.24797 -3.01121 -0.60835
O -1.31512 -1.56845 -0.66002
H -1.99542 -0.93906 -0.91234
H -0.70457 -0.96902 -0.22995
*
```

Properties
* LUMO: 0.45 eV
* structure (SMILES): C=C/C=C/C.O.O
* HOMO energy: -8.70 eV
* HOMO-LUMO gap: 9.154 eV
* relative energy (zero: lowest compared OMol25 entry of this formula, charge and spin): 53.54 kcal/mol
* E_tot: -9472.814 eV

---

[4]
The following is a DFT calculation (ωB97M-V/def2-TZVPD) of a cluster of 2 separate species, C15H24BCl5N3O3 in total in a non-equilibrium geometry.

ORCA input file:
```
! wB97M-V def2-TZVPD RIJCOSX def2/J DEFGRID3
* xyz 1 1
C -1.09138 3.78218 -2.67019
C -0.23995 4.16787 -1.46777
O 1.08473 3.61034 -1.50453
B 1.30290 2.32124 -1.18298
O 2.27539 1.60063 -1.78178
N 0.49939 1.61699 -0.08149
C -0.71335 0.85148 -0.41599
C -0.59906 0.11541 -1.73907
C 0.52396 -0.93913 -1.75544
C 1.15639 -1.11633 -3.14789
O 0.66707 -2.25968 -3.81548
C -0.40496 -1.98181 -4.69266
C 0.94487 1.73230 1.11969
N 2.14953 2.43680 1.22224
Cl 2.51222 2.99767 2.80755
N 0.24507 1.18644 2.17706
C 0.65281 -0.13355 2.60886
C 1.87123 -0.72092 2.29488
C 2.14203 -2.01522 2.72782
C 1.20646 -2.73028 3.47018
C -0.01329 -2.14132 3.79469
C -0.28479 -0.85276 3.35628
H -0.49111 3.49905 -3.52870
H -1.66019 4.65780 -2.97075
H -1.83178 3.02455 -2.43398
H -0.11501 5.24362 -1.46367
H -0.75329 3.93303 -0.53597
H 2.47856 1.97873 -2.64602
H -1.53133 1.56959 -0.46039
H -0.97318 0.13769 0.35535
H -1.53511 -0.43299 -1.82808
H -0.56155 0.78052 -2.59869
H 1.33306 -0.63619 -1.09848
H 0.13488 -1.91096 -1.47416
H 2.23538 -1.21513 -3.07299
H 0.96462 -0.24150 -3.77748
H -0.07031 -1.40045 -5.55400
H -0.80282 -2.92055 -5.05358
H -1.18663 -1.42065 -4.17734
H 2.93813 1.85998 0.93879
H 0.12868 1.84063 2.94158
H 2.60864 -0.19010 1.71128
H 3.08533 -2.47975 2.48826
H 1.40013 -3.73897 3.79481
H -0.77315 -2.66184 4.35639
H -1.23336 -0.39097 3.58891
C -3.96847 -4.15491 4.32531
Cl -5.27446 -4.96266 5.18227
Cl -2.82761 -3.46974 5.49600
Cl -3.11909 -5.31106 3.29712
Cl -4.62597 -2.85060 3.32812
*
```

Properties
* LUMO: -3.56 eV
* HOMO energy: -12.13 eV
* HOMO-LUMO gap: 8.572 eV
* E_tot: -89840.432 eV

---

> Which formula does entry 3 have?

C5H12O2